Model A:
Molecular formula: C4H10S2
Method: DFT, ωB97M-V/def2-TZVPD

Output
Lowest unoccupied orbital energy (Eh): 0.0155
Molecular weight (g/mol): 122.258
SMILES: C=CC.CSS
Gap between HOMO and LUMO (hartree): 0.336

The geometry in XYZ format:
```
16
C4H10S2 | the Open Molecules 2025 dataset | ωB97M-V/def2-TZVPD
S -0.912 -2.067 -1.296
S -2.029 -1.762 0.475
C 1.243 0.182 0.753
C -1.025 -0.426 -2.096
C 0.487 0.520 2.007
C 1.866 1.120 0.048
H 1.359 -0.871 0.534
H 1.774 2.159 0.347
H -0.058 -0.198 -2.538
H 0.101 1.543 1.976
H -1.304 0.381 -1.424
H -0.339 -0.150 2.217
H 2.593 0.939 -0.732
H -1.780 -0.484 -2.879
H -3.117 -1.430 -0.274
H 1.141 0.545 2.881
```

Results of the Mulliken charge analysis, in e, for atoms 1 through 6:
1 S -0.073
2 S -0.213
3 C 0.193
4 C -0.832
5 C -1.036
6 C -0.843

Model B:
Molecular formula: C4H10S2
Method: DFT, ωB97M-V/def2-TZVPD

Output
Lowest unoccupied orbital energy (Eh): 0.0332
Molecular weight (g/mol): 122.258
SMILES: CSCCSC
Gap between HOMO and LUMO (hartree): 0.338

The geometry in XYZ format:
```
16
C4H10S2 | the Open Molecules 2025 dataset | ωB97M-V/def2-TZVPD
S 0.786 -0.484 -1.592
S -1.074 -0.955 1.253
C 0.048 0.521 0.985
C -2.550 -0.387 0.372
C 0.170 0.909 -0.486
C 2.384 -0.865 -0.779
H -0.358 1.398 1.535
H 1.014 0.309 1.385
H 0.871 1.757 -0.514
H -2.307 -0.172 -0.673
H 3.028 0.026 -0.609
H -2.941 0.519 0.857
H -3.411 -1.074 0.474
H 2.196 -1.331 0.159
H -0.743 1.341 -0.903
H 2.888 -1.513 -1.465
```

Results of the Mulliken charge analysis, in e, for atoms 1 through 6:
1 S -0.039
2 S -0.071
3 C -0.728
4 C -0.770
5 C -0.886
6 C -0.800

Model C:
Molecular formula: C4H10S2
Method: DFT, ωB97M-V/def2-TZVPD

Output
Lowest unoccupied orbital energy (Eh): -0.0706
Molecular weight (g/mol): 122.258
SMILES: C=CC.CSS
Gap between HOMO and LUMO (hartree): 0.233

The geometry in XYZ format:
```
16
C4H10S2 | the Open Molecules 2025 dataset | ωB97M-V/def2-TZVPD
S 0.086 -0.240 -0.952
S -1.728 -0.768 -1.882
C 1.373 1.884 2.461
C 2.030 0.530 2.877
C -1.934 -2.408 -1.111
C 1.830 2.691 1.504
H 2.773 2.284 1.213
H 1.431 -0.048 -0.430
H -1.928 -2.458 -0.032
H -2.865 -2.860 -1.476
H 3.018 0.344 2.271
H 1.103 3.446 1.135
H 2.222 0.390 3.936
H 1.381 -0.250 2.678
H -1.056 -3.015 -1.458
H 0.396 2.102 3.119
```

Results of the Mulliken charge analysis, in e, for atoms 1 through 6:
1 S -0.334
2 S 0.048
3 C 0.122
4 C -0.985
5 C -0.805
6 C -0.698

Model D:
Molecular formula: C4H10S2
Method: DFT, ωB97M-V/def2-TZVPD

Output
Lowest unoccupied orbital energy (Eh): 0.0269
Molecular weight (g/mol): 122.258
SMILES: CCCSSC
Gap between HOMO and LUMO (hartree): 0.319

The geometry in XYZ format:
```
16
C4H10S2 | the Open Molecules 2025 dataset | ωB97M-V/def2-TZVPD
S 1.395 -0.230 2.160
S 1.042 -0.321 0.101
C -0.935 0.757 -2.410
C -0.057 1.152 -0.027
C -1.264 0.830 -0.934
C 1.434 -2.008 2.510
H 1.910 -2.202 3.467
H -1.637 -0.099 -0.558
H 0.563 1.922 -0.445
H -0.255 -0.084 -2.593
H -0.445 1.352 0.968
H -2.003 1.608 -0.720
H 0.418 -2.388 2.470
H -0.437 1.650 -2.751
H 2.082 -2.483 1.782
H -1.811 0.544 -3.021
```

Results of the Mulliken charge analysis, in e, for atoms 1 through 6:
1 S -0.077
2 S -0.101
3 C -1.088
4 C -0.656
5 C -0.473
6 C -0.833

The structure with the most favorable energy is model D; the runner-up is 0.281 eV above it.

Model A:
Molecular formula: C18H15IN4O3W
Method: DFT, ωB97M-V/def2-TZVPD

Output
Lowest unoccupied orbital energy (spin up / spin down) (Eh): -0.3080 / -0.3228
Charge: +2
Molecular weight (g/mol): 646.087
2S+1: 3
⟨S²⟩: 2.0255
Gap between HOMO and LUMO (spin up / spin down) (hartree): 0.220 / 0.207

The geometry in XYZ format:
```
42
C18H15IN4O3W | the Open Molecules 2025 dataset | ωB97M-V/def2-TZVPD
W -0.812 -0.210 0.234
I -1.668 2.300 5.377
O -0.488 1.614 0.132
O -1.387 -4.725 -0.304
O -0.655 -1.916 -0.137
N -1.932 -0.325 2.011
N 1.248 1.237 -1.266
N -1.498 -1.172 2.980
N 0.835 -0.054 -0.995
C 0.508 2.106 -0.662
C 0.799 -5.147 -1.057
C -1.710 0.787 3.963
C 0.142 -2.878 -0.685
C -0.193 -4.231 -0.676
C -1.389 -0.548 4.159
C 1.363 -2.418 -1.237
C 2.288 -3.359 -1.679
C 1.080 6.270 -0.985
C -2.058 0.880 2.618
C 0.706 3.531 -0.797
C 2.136 5.405 -1.253
C 2.012 -4.714 -1.553
C -0.357 4.405 -0.536
C -0.170 5.768 -0.639
C -2.594 -4.044 -0.666
C 1.956 4.039 -1.169
C 1.643 -1.016 -1.367
H -2.437 1.733 2.078
H 2.751 -5.437 -1.871
H -1.090 -1.060 5.060
H -2.482 -3.543 -1.629
H 1.232 7.339 -1.042
H -2.901 -3.322 0.092
H -1.333 4.005 -0.290
H 3.222 -3.024 -2.111
H 2.575 -0.717 -1.837
H 3.102 5.811 -1.522
H 0.563 -6.199 -0.973
H -0.993 6.443 -0.450
H -3.359 -4.809 -0.749
H -1.426 -2.163 2.807
H 2.769 3.358 -1.376
```

Results of the Mulliken charge analysis, in e, for atoms 1 through 6:
1 W 1.556
2 I 0.291
3 O -0.468
4 O -0.447
5 O -0.587
6 N -0.428

Model B:
Molecular formula: C18H15IN4O3W
Method: DFT, ωB97M-V/def2-TZVPD

Output
Lowest unoccupied orbital energy (spin up / spin down) (Eh): -0.3093 / -0.3298
Charge: +2
Molecular weight (g/mol): 646.087
2S+1: 3
⟨S²⟩: 2.0153
Gap between HOMO and LUMO (spin up / spin down) (hartree): 0.224 / 0.205

The geometry in XYZ format:
```
42
C18H15IN4O3W | the Open Molecules 2025 dataset | ωB97M-V/def2-TZVPD
W 0.657 0.011 -0.531
I -0.107 -2.176 -5.608
O 4.352 -0.595 2.323
O -0.949 0.655 -1.094
O 1.945 -0.326 0.710
N 1.909 -0.346 -2.303
N 2.514 -1.564 -2.365
N -0.511 0.374 1.256
N -1.796 0.934 0.990
C 2.040 -2.328 -3.346
C -3.185 1.613 -0.889
C 0.710 -1.142 2.593
C 0.669 -1.787 3.821
C 1.859 -2.021 4.511
C -1.988 1.099 -0.255
C -5.404 2.493 -0.679
C 4.559 0.538 1.473
C -5.476 2.611 -2.063
C -4.262 1.996 -0.084
C 3.053 -1.591 3.979
C 1.014 -0.398 -3.332
C 1.036 -1.611 -3.993
C 3.123 -0.939 2.729
C -0.540 -0.635 2.078
C -4.406 2.232 -2.861
C -3.255 1.732 -2.278
C 1.951 -0.789 2.018
H -4.191 1.903 0.991
H 4.380 0.292 0.427
H 3.988 -1.744 4.502
H 2.447 -3.306 -3.552
H 5.601 0.810 1.603
H -2.419 1.437 -2.898
H 0.434 0.485 -3.561
H -0.285 -2.064 4.252
H 3.304 -1.756 -1.764
H 3.924 1.371 1.780
H -6.243 2.792 -0.065
H -6.374 3.002 -2.521
H -4.466 2.328 -3.936
H -1.453 -1.074 2.470
H 1.841 -2.516 5.472
```

Results of the Mulliken charge analysis, in e, for atoms 1 through 6:
1 W 1.408
2 I 0.298
3 O -0.442
4 O -0.403
5 O -0.507
6 N -0.584

The structure with the most favorable energy is model A; the runner-up is 0.616 eV above it.

Model A:
Molecular formula: C9H16N2O2
Method: DFT, ωB97M-V/def2-TZVPD

Output
Lowest unoccupied orbital energy (Eh): 0.0101
Molecular weight (g/mol): 184.239
SMILES: O=c1cc[nH]c(=O)[nH]1.CC(C)(C)C
Gap between HOMO and LUMO (hartree): 0.363

The geometry in XYZ format:
```
29
C9H16N2O2 | the Open Molecules 2025 dataset | ωB97M-V/def2-TZVPD
O 2.085 -1.605 -2.242
O -0.291 2.120 -3.056
N 0.972 0.210 -2.950
N -1.358 0.138 -3.170
C -1.224 -1.216 -3.373
C 0.064 0.279 2.087
C -0.241 1.496 2.925
C 1.040 -1.195 -2.644
C -0.163 0.913 -3.077
C 0.389 -0.946 2.997
C 1.325 0.776 1.431
C -0.089 -1.912 -3.054
C -0.952 0.076 1.015
H -1.244 1.041 0.579
H -0.226 -3.002 -2.948
H -1.912 -0.327 1.518
H 1.734 0.020 0.836
H 1.222 1.765 0.945
H 1.981 0.808 2.379
H 1.182 -0.695 3.666
H -2.229 0.649 -3.600
H -0.547 -1.056 3.610
H -2.210 -1.818 -3.499
H 0.638 1.667 3.725
H 0.551 -1.877 2.404
H -0.611 2.322 2.300
H -1.073 1.333 3.831
H 1.880 0.714 -2.842
H -0.694 -0.678 0.206
```

Results of the Mulliken charge analysis, in e, for atoms 1 through 6:
1 O -0.596
2 O -0.636
3 N -0.059
4 N -0.116
5 C -0.110
6 C 1.717

Model B:
Molecular formula: C9H16N2O2
Method: DFT, ωB97M-V/def2-TZVPD

Output
Lowest unoccupied orbital energy (Eh): 0.0171
Molecular weight (g/mol): 184.239
SMILES: O=c1cc[nH]c(=O)[nH]1.CCCCC
Gap between HOMO and LUMO (hartree): 0.369

The geometry in XYZ format:
```
29
C9H16N2O2 | the Open Molecules 2025 dataset | ωB97M-V/def2-TZVPD
O -1.126 -0.153 0.236
O -5.560 -1.544 -0.086
N -2.748 1.329 0.091
N -3.453 -0.836 -0.154
C -4.992 0.761 -0.290
C -2.356 0.014 0.092
C -4.725 -0.684 -0.189
C 7.430 0.404 -0.398
C -4.054 1.658 -0.055
C 3.831 -0.687 0.076
C 6.127 -0.416 -0.410
C 4.870 0.358 0.147
C 2.549 -0.240 0.768
H 7.356 1.321 -1.107
H -6.015 1.036 -0.448
H 2.522 0.970 0.839
H 6.343 -1.163 0.370
H 3.731 -0.948 -1.034
H -1.977 2.039 0.368
H -3.208 -1.753 0.003
H 4.168 -1.658 0.482
H 4.696 1.323 -0.266
H 6.050 -0.847 -1.426
H 7.703 0.859 0.547
H 2.680 -0.565 1.881
H 1.432 -0.614 0.414
H 5.164 0.637 1.149
H -4.187 2.658 -0.244
H 8.350 -0.191 -0.729
```

Results of the Mulliken charge analysis, in e, for atoms 1 through 6:
1 O -0.618
2 O -0.613
3 N -0.144
4 N -0.062
5 C -0.541
6 C 0.298

Model C:
Molecular formula: C9H16N2O2
Method: DFT, ωB97M-V/def2-TZVPD

Output
Lowest unoccupied orbital energy (Eh): 0.0176
Molecular weight (g/mol): 184.239
SMILES: O=c1cc[nH]c(=O)[nH]1.CC(C)(C)C
Gap between HOMO and LUMO (hartree): 0.377

The geometry in XYZ format:
```
29
C9H16N2O2 | the Open Molecules 2025 dataset | ωB97M-V/def2-TZVPD
O -1.883 0.579 -0.065
O -0.881 -3.167 2.282
N -3.517 -1.034 0.054
N -1.596 -1.269 1.287
C 1.245 1.998 -1.780
C -1.788 -2.533 1.732
C 0.799 0.327 -0.021
C 1.908 1.227 -0.614
C -3.135 -2.995 1.440
C 3.091 0.415 -1.150
C 2.444 2.189 0.341
C -2.296 -0.455 0.379
C -3.880 -2.287 0.602
H -4.216 -0.573 -0.485
H 0.962 1.286 -2.624
H 2.680 -0.369 -1.825
H 3.047 1.670 1.110
H -3.497 -3.926 1.864
H 0.399 -0.370 -0.707
H 0.021 1.018 0.270
H 3.021 2.987 -0.187
H 3.801 1.109 -1.654
H 0.426 2.512 -1.324
H 1.180 -0.136 0.945
H 1.915 2.795 -2.171
H 3.658 -0.122 -0.329
H -0.588 -0.961 1.242
H 1.613 2.595 1.059
H -4.932 -2.510 0.327
```

Results of the Mulliken charge analysis, in e, for atoms 1 through 6:
1 O -0.551
2 O -0.636
3 N -0.101
4 N -0.090
5 C -1.625
6 C 0.638

Model D:
Molecular formula: C9H16N2O2
Method: DFT, ωB97M-V/def2-TZVPD

Output
Lowest unoccupied orbital energy (Eh): -0.0189
Molecular weight (g/mol): 184.239
SMILES: O=c1cc[nH]c(=O)[nH]1.CC(C)(C)C
Gap between HOMO and LUMO (hartree): 0.328

The geometry in XYZ format:
```
29
C9H16N2O2 | the Open Molecules 2025 dataset | ωB97M-V/def2-TZVPD
O 3.334 -2.105 -1.046
O 2.222 2.181 -1.341
N 3.114 0.060 -1.196
N 4.055 -0.973 0.673
C 3.147 1.381 0.864
C 3.952 0.196 1.389
C 2.854 1.380 -0.546
C 3.563 -1.025 -0.539
C -2.483 -0.215 -0.017
C -3.038 1.130 0.449
C -1.866 0.110 -1.456
C -1.431 -0.451 1.024
C -3.420 -1.261 -0.197
H -0.885 0.679 -1.532
H 3.166 -0.011 -2.339
H 4.292 0.232 2.388
H 3.039 2.208 1.444
H -0.851 -1.479 1.079
H -2.914 -1.917 -0.851
H -2.343 1.984 0.462
H -3.749 -1.653 0.726
H 4.547 -1.902 0.805
H -1.534 -0.287 2.148
H -1.659 -0.856 -1.944
H -4.294 -0.673 -0.663
H -3.411 0.934 1.364
H -2.830 0.861 -1.721
H -3.977 1.120 -0.238
H -0.599 0.355 0.810
```

Results of the Mulliken charge analysis, in e, for atoms 1 through 6:
1 O -0.665
2 O -0.657
3 N -0.156
4 N -0.095
5 C -0.841
6 C -0.203

The structure with the most favorable energy is model C; the runner-up is 0.929 eV above it.

Model A:
Molecular formula: C5H12NO2P
Method: DFT, ωB97M-V/def2-TZVPD

Output
Lowest unoccupied orbital energy (Eh): 0.0037
Molecular weight (g/mol): 149.130
Gap between HOMO and LUMO (hartree): 0.303

The geometry in XYZ format:
```
21
C5H12NO2P | the Open Molecules 2025 dataset | ωB97M-V/def2-TZVPD
P -1.322 -1.489 0.319
O -2.315 -2.375 -0.347
O -0.373 -1.064 -0.926
N -2.197 0.380 0.324
C -1.818 1.367 0.969
C 1.624 -0.964 0.487
C -3.297 0.233 -0.549
C 2.859 -0.150 0.828
C 0.815 -0.347 -0.736
H 0.900 -1.038 1.432
H 2.656 0.954 0.867
H -4.193 -0.105 0.125
H -3.674 1.158 -0.892
H -2.247 2.411 0.864
H 3.748 -0.349 0.200
H -2.954 -0.461 -1.321
H 3.091 -0.413 1.961
H -1.159 1.262 1.795
H 0.614 0.652 -0.711
H 1.878 -2.038 0.290
H 1.486 -0.476 -1.705
```

Results of the Mulliken charge analysis, in e, for atoms 1 through 6:
1 P 0.096
2 O -0.585
3 O -0.205
4 N 0.005
5 C -0.223
6 C -0.209

Model B:
Molecular formula: C5H12NO2P
Method: DFT, ωB97M-V/def2-TZVPD

Output
Lowest unoccupied orbital energy (spin up / spin down) (Eh): -0.0006 / -0.0139
Molecular weight (g/mol): 149.130
Gap between HOMO and LUMO (spin up / spin down) (hartree): 0.300 / 0.267

The geometry in XYZ format:
```
21
C5H12NO2P | the Open Molecules 2025 dataset | ωB97M-V/def2-TZVPD
P -2.144 1.695 0.599
O 3.478 0.742 0.108
O -2.658 -0.891 0.233
N -0.108 -0.046 0.535
C 2.174 0.516 -0.250
C -1.666 -1.391 -0.641
C -0.244 -1.266 -0.089
C -1.078 1.691 -0.655
C 1.149 0.449 0.935
H 1.244 1.431 1.402
H 2.081 -0.569 -0.752
H 1.674 1.321 -0.914
H -1.790 -0.739 -1.529
H 3.786 0.034 0.693
H -0.191 2.080 -1.059
H -2.555 -1.448 0.974
H -3.161 2.637 -0.029
H 1.450 -0.380 1.632
H -1.909 -2.416 -0.847
H 0.006 -2.145 0.586
H 0.464 -1.303 -0.932
```

Results of the Mulliken charge analysis, in e, for atoms 1 through 6:
1 P 0.033
2 O -0.509
3 O -0.458
4 N -0.008
5 C -0.007
6 C -0.931

The structure with the most favorable energy is model A; the runner-up is 5.880 eV above it.